# 1
Here is the molecule C3H4N2O at a distorted geometry from the OMol25 dataset. Energies are from wB97M-V/def2-TZVPD.

```
10
Properties=species:S:1:pos:R:3:lowdin_charge:R:1
O -1.243 1.698 0.326 -0.01
C -0.398 0.826 0.125 -0.61
C -0.942 -0.624 0.011 -0.08
N 0.179 -1.560 -0.126 0.06
C 1.301 -1.198 -0.188 0.14
N 0.922 0.927 -0.034 0.04
H -1.526 -0.887 0.894 0.13
H -1.582 -0.723 -0.869 0.13
H 2.020 -0.335 -0.194 0.11
H 1.268 1.875 0.055 0.08
```

- E: -8200.01635 eV


# 2
Here is a cluster of 2 separate species, C4H9N2O in total at a distorted geometry from the OMol25 dataset. Energies are from wB97M-V/def2-TZVPD.

```
16
Properties=species:S:1:pos:R:3:lowdin_charge:R:1
C -0.824 0.353 0.500 -0.07
C -0.042 -0.096 -0.467 -0.23
C -1.015 -1.825 0.623 -0.03
N -1.419 -0.667 1.168 0.12
N -0.244 -1.500 -0.421 0.16
C 0.909 0.471 -1.486 0.00
H -1.006 1.374 0.836 0.15
H -1.391 -2.801 0.932 0.17
H -1.941 -0.616 2.061 0.20
H 0.227 -2.191 -1.033 0.20
H 0.389 0.354 -2.451 0.11
H 1.886 -0.038 -1.547 0.11
H 1.083 1.545 -1.308 0.08
O 1.456 1.647 0.862 -0.08
H 1.115 2.212 0.133 0.05
H 0.817 1.779 1.598 0.06
```

- E: -9314.79562 eV
- Total charge: +1


# 3
Here is the molecule CH5N3O at a distorted geometry from the OMol25 dataset. Energies are from wB97M-V/def2-TZVPD.

```
10
Properties=species:S:1:pos:R:3:lowdin_charge:R:1
C -0.511 0.146 0.005 -0.66
H 2.020 0.712 -0.452 0.06
H 2.046 0.100 0.967 0.08
H 0.376 -1.343 -0.694 0.11
H -1.719 -1.421 0.505 0.11
H -2.431 0.113 0.171 0.13
N 1.917 -0.175 -0.011 0.03
N 0.584 -0.683 0.005 -0.04
N -1.661 -0.562 -0.049 0.13
O -0.388 1.363 -0.018 0.04
```

- E: -7635.54713 eV
- SMILES string: NNC(N)=O